Density functional theory data (ωB97M-V/def2-TZVPD) for 3 unconnected molecules or ions with the total composition C3H12NO3 in a non-equilibrium geometry.

Values from the calculation:
Energy above the lowest of the compared OMol25 structures with the same formula, charge and spin (kcal/mol): 14.81
Charge: +1
Energy (eV): -10931.504
F_max (eV Å⁻¹): 2.58
E_LUMO (eV): -3.2942
Orbital gap (eV): 11.03

Each atom is followed by the atoms it is bonded to, with distances in Å.
CARTESIAN COORDINATES (ANGSTROEM)
1 C 0.5168 0.3531 0.1621  C2 1.551, N5 1.473, H6 1.075, H7 1.085
2 C 0.3258 1.0997 1.5082  C1 1.551, C3 1.509, H8 1.088, H9 1.093
3 C -1.0871 1.6238 1.5825  C2 1.509, O4 1.213, H10 1.097
4 O -1.8476 1.4287 0.6582  C3 1.213
5 N 1.5905 -0.6555 0.1420  C1 1.473, H11 1.017, H12 1.019, H13 1.021
6 H 0.6150 1.1332 -0.5714  C1 1.075
7 H -0.4433 -0.1269 0.0069  C1 1.085
8 H 1.0189 1.9381 1.5102  C2 1.088
9 H 0.4448 0.3597 2.3041  C2 1.093
10 H -1.4846 2.1008 2.4870  C3 1.097
11 H 1.2028 -1.5948 0.1045  N5 1.017
12 H 2.2580 -0.5549 0.9058  N5 1.019
13 H 2.1266 -0.5623 -0.7216  N5 1.021
14 H -2.7475 -1.2051 -1.1553  O16 0.962
15 H -2.1745 0.1884 -0.7210  O16 0.975
16 O -1.9527 -0.6631 -1.1400  H14 0.962, H15 0.975
17 H 1.0766 -1.8344 -2.9358  O19 0.958
18 H -0.1857 -1.3814 -2.0701  O19 0.970
19 O 0.7473 -1.6470 -2.0561  H17 0.958, H18 0.970